ORCA calculation (ωB97M-V/def2-TZVPD) on a structure of composition C3H4N2OS in a non-equilibrium geometry.

The frontier orbital gap comes out at 8.25 eV. As for the total energy: -699.52925 a.u. Its relative energy (zero: lowest compared OMol25 entry of this formula, charge and spin) is 3.888 eV. The highest occupied orbital energy is -9.206 eV.

```
! RIJCOSX wB97M-V def2-TZVPD def2/J DEFGRID3
* xyz 0 1
C 0.78926 -0.45576 0.89040
C 0.41112 -0.37300 -0.51281
C -1.07611 -0.37919 -0.65691
N 0.85019 0.80027 1.56573
N 0.88527 1.85442 0.94185
O 0.73442 -1.49841 1.52678
S 0.75474 1.99182 -0.65246
H 1.16202 -0.67327 -1.27020
H -1.40815 -0.16682 -1.71555
H -1.53764 0.20868 0.20186
H -1.56512 -1.30874 -0.31870
*
```